Record 1
Entry from the OMol25 dataset: a molecular structure, C40H33N2O7PdSb2Se (ωB97M-V with the def2-TZVPD basis set).

XYZ file:
```
86
Properties=species:S:1:pos:R:3:forces:R:3
Pd 1.124614 0.741953 0.882659 0.6558 -0.4871 -0.3856
O 3.723783 1.291128 -0.129959 0.0742 0.0570 0.0254
C 3.265933 0.269058 -0.687202 -0.5289 -0.0598 0.1643
O 3.265273 -0.908749 -0.265425 0.1233 -0.0227 -0.0447
C 2.517276 0.484392 -2.008558 0.2684 0.0096 -0.2274
C 3.247062 0.712187 -3.143885 -0.0849 -0.0438 0.0475
C 2.604613 0.808296 -4.383578 0.1870 0.0839 -0.2176
C 1.244505 0.695333 -4.497179 -0.0682 -0.0024 0.0232
C 0.500443 0.509514 -3.342982 -0.3728 0.0244 -0.3113
C 1.087189 0.397910 -2.060315 0.1077 -0.0464 0.2639
O 0.376671 0.212474 -1.002576 -0.0568 0.0396 0.1062
N -0.956754 0.451561 -3.531675 0.3845 -0.1417 0.1726
O -1.683869 0.583881 -2.565076 -0.1468 0.0551 -0.0301
O -1.374122 0.275271 -4.664701 -0.0617 0.0124 -0.1080
N 3.394278 1.028916 -5.593009 -0.1151 -0.1568 0.2677
O 2.807740 1.141555 -6.655223 -0.0298 0.0466 -0.1189
O 4.606632 1.076964 -5.480037 0.0836 0.0556 -0.0253
H 4.322977 0.801479 -3.089956 -0.0011 0.0009 -0.0070
H 0.755844 0.762335 -5.456056 0.0031 -0.0013 0.0204
C -2.058039 0.929484 1.025095 0.0255 0.0000 -0.0802
C -1.771015 -0.474245 1.577434 0.0200 -0.0131 0.1749
C -1.677504 -1.572971 0.500833 -0.0864 0.0193 -0.0265
Sb 0.318037 -2.383599 0.400414 0.0694 0.1870 0.0061
C 0.456223 -2.781486 -1.691180 -0.0551 -0.1065 -0.0332
C -0.689818 -2.923188 -2.472329 0.0222 0.0105 0.0029
C -0.591738 -3.126823 -3.841654 0.0423 0.0220 -0.0039
C 0.657853 -3.208287 -4.444044 -0.0280 0.0149 0.0349
C 1.803186 -3.085226 -3.671928 -0.0115 0.0454 0.0155
C 1.705627 -2.866336 -2.301143 -0.0003 0.0564 0.0156
C -0.176878 -4.429598 0.933255 0.0760 -0.0924 -0.1111
C 0.694379 -5.437588 0.510652 -0.0873 0.0009 0.0133
C 0.451223 -6.769348 0.813100 -0.0169 0.0129 0.0310
C -0.668214 -7.122537 1.556914 0.0199 -0.0114 -0.0169
C -1.534980 -6.134988 1.996912 0.0338 0.0537 -0.0104
C -1.286729 -4.801107 1.686924 0.0446 0.0144 0.0525
Sb -0.961451 2.498894 2.039305 -0.3817 0.2459 0.0814
C 0.243598 3.123848 0.357268 -0.2104 0.0396 -0.0262
C 1.527894 3.629517 0.542980 0.1352 -0.0731 0.0570
C 2.263520 4.124596 -0.532841 0.0003 -0.0344 0.0357
C 1.706035 4.140219 -1.794990 -0.1040 -0.0238 -0.0325
C 0.408889 3.659785 -1.994135 0.1231 0.0506 -0.0167
C -0.311122 3.153298 -0.932859 0.0032 -0.0686 0.0998
C -2.472197 3.997434 1.632610 -0.0235 0.0466 0.0384
C -2.156839 5.226937 1.058361 0.0071 -0.0120 -0.0194
C -3.135551 6.191219 0.852644 -0.0177 -0.0191 0.0037
C -4.450115 5.943226 1.222138 0.0257 -0.0112 0.0010
C -4.778417 4.727142 1.804284 0.0372 0.0010 -0.0167
C -3.794663 3.767989 2.009805 0.0087 0.0326 0.0145
H -3.120723 1.168066 1.073886 -0.0131 0.0270 -0.0196
H -1.756511 0.994803 -0.022532 -0.0094 -0.0458 0.0307
H -2.537845 -0.733087 2.315025 -0.0200 -0.0041 -0.0370
H -0.844396 -0.453666 2.168706 -0.0088 0.0120 -0.0308
H -1.875216 -1.166388 -0.491785 -0.0131 0.0470 0.0325
H -2.393000 -2.372141 0.686067 -0.0336 -0.0667 -0.0433
H -1.673725 -2.856967 -2.022206 -0.0023 0.0032 0.0143
H -1.490685 -3.201912 -4.440357 -0.0082 -0.0075 -0.0087
H 0.734210 -3.349180 -5.514887 0.0088 -0.0050 -0.0086
H 2.779354 -3.127778 -4.139597 0.0099 -0.0035 0.0034
H 2.601195 -2.699883 -1.712957 -0.0008 0.0132 -0.0035
H 1.568808 -5.186911 -0.080980 -0.0019 0.0284 -0.0091
H 1.135188 -7.533886 0.465695 0.0039 -0.0099 -0.0048
H -0.862608 -8.161916 1.790351 0.0046 -0.0069 0.0020
H -2.409318 -6.398594 2.579591 -0.0091 -0.0040 0.0067
H -1.977736 -4.048770 2.047973 -0.0407 0.0510 -0.0102
H 1.984296 3.607871 1.527323 -0.0321 0.0394 -0.0179
H 3.281728 4.455047 -0.378977 -0.0061 -0.0026 0.0056
H 2.281327 4.503903 -2.636832 0.0030 0.0030 -0.0123
H -0.024282 3.659940 -2.987028 0.0037 0.0133 -0.0042
H -1.298870 2.745586 -1.110651 0.0055 0.0458 0.0000
H -1.139685 5.435625 0.744429 0.0026 -0.0210 0.0116
H -2.870345 7.136004 0.394350 0.0042 0.0093 -0.0034
H -5.214085 6.691514 1.053564 -0.0086 0.0068 0.0035
H -5.801415 4.522303 2.094945 -0.0094 -0.0050 0.0054
H -4.076573 2.826312 2.469304 0.0140 -0.0290 0.0045
Se 2.546434 0.701616 2.749284 0.1436 0.1426 0.1396
C 1.558068 -0.019844 4.219307 -0.0386 0.0038 -0.0268
C 0.991238 -1.288019 4.157732 -0.0184 -0.0587 0.0378
C 0.272270 -1.776472 5.239269 0.0123 0.0212 -0.0165
C 0.104749 -0.999597 6.377579 0.0045 0.0145 -0.0096
C 0.674089 0.264771 6.437450 0.0141 -0.0135 -0.0285
C 1.410922 0.752322 5.366479 -0.0641 -0.0306 0.0802
H 1.115486 -1.891353 3.266595 0.0073 0.0229 0.0242
H -0.161893 -2.766781 5.184800 -0.0052 -0.0106 -0.0006
H -0.466190 -1.378162 7.215430 -0.0023 -0.0054 0.0075
H 0.547332 0.876695 7.321307 0.0019 0.0054 0.0099
H 1.857125 1.737212 5.423254 0.0091 0.0087 -0.0240
```
Positions in Å, forces in eV/Å.

As for the charge: -1. The HOMO energy (alpha / beta) comes out at -0.20034 / -0.19898 Eh. The value obtained for the LUMO energy (alpha / beta) is 0.0840 / -0.0003 hartree. Its spin multiplicity is 3. The calculation puts the total energy at -141224.5046 eV. Its expectation value of S² is 2.01. The frontier orbital gap (alpha / beta) is 7.74 / 5.41 eV. The value obtained for the strongest force on any atom is 0.90 eV/Å.

Results of the Mulliken charge analysis, in e, for atoms 1 through 2:
1 Pd 0.334
2 O -0.704


Record 2
Entry from the OMol25 dataset: a molecular structure, C40H34AgClF2N6O6 in a non-equilibrium geometry (ωB97M-V with the def2-TZVPD basis set).

XYZ file:
```
90
Properties=species:S:1:pos:R:3:forces:R:3
Ag 0.248742 -0.344192 -0.047847 -0.3438 -0.9628 -0.6060
F 0.021542 -4.205892 -4.146047 0.0957 0.0235 0.1255
C 0.603642 -3.793192 -2.972647 -0.0040 0.0724 0.2054
C 0.070542 -2.730192 -2.275647 -0.0471 -0.0498 -0.0199
C 0.628042 -2.282392 -1.070147 0.3123 -0.1614 -0.1064
C 1.768242 -2.988692 -0.617247 -0.2932 -0.1693 -0.2506
C 2.275642 -4.059392 -1.342447 -0.1640 0.1100 0.0033
F 3.391142 -4.739692 -0.912747 -0.0962 0.0906 -0.0633
C 1.718642 -4.483692 -2.531847 0.0089 -0.0983 -0.1337
C 2.393442 -2.568092 0.645653 0.2074 0.0841 0.2427
C 2.766842 -3.492392 1.620753 0.0894 -0.0018 0.2072
C 3.341242 -3.045892 2.796653 -0.0252 0.0644 -0.1332
C 3.518242 -1.681692 2.971153 0.0683 -0.0637 0.0177
C 3.099942 -0.836892 1.955353 0.1597 0.0565 0.1814
N 2.556542 -1.252292 0.822553 0.4077 -0.3742 -0.0423
H -0.787358 -2.222192 -2.691647 -0.0758 0.0769 -0.1615
H 2.145842 -5.298592 -3.094047 0.0346 -0.0808 -0.0446
H 2.590142 -4.546692 1.463353 0.0040 -0.0184 -0.0846
H 3.640242 -3.752792 3.563753 -0.0267 0.0279 0.0155
H 3.952742 -1.282892 3.878153 -0.0128 0.0666 0.0032
H 3.206542 0.236108 2.058953 -0.0350 0.1137 0.0244
C 1.676942 -2.568392 6.974153 0.0453 -0.1673 -0.0880
O 1.267342 -1.230092 7.005553 -0.2852 0.4321 -0.3156
C 0.859342 -0.625592 5.817653 0.1300 -0.1287 0.0403
C 0.650442 0.758208 5.923553 0.0041 0.2767 0.3337
C 0.343542 1.477608 4.791653 0.1070 -0.0389 0.1657
C 0.238342 0.884308 3.536253 -0.0049 -0.2703 -0.1447
C 0.069142 1.677708 2.333553 0.0131 0.3433 -0.0428
C -0.896558 2.859108 2.387253 0.3260 -0.0172 -0.0360
O 0.650142 1.433708 1.277053 -0.1948 0.8014 0.4690
C 0.353342 -0.553492 3.413053 -0.2926 -0.1521 -0.3775
O 0.147742 -1.178792 2.347453 0.0208 0.0161 0.5649
C 0.689942 -1.259592 4.617853 0.2379 -0.4158 0.5859
H 1.979642 -2.815492 7.995353 -0.0502 -0.0072 -0.1096
H 2.534342 -2.716792 6.307153 -0.0803 0.0066 -0.0512
H 0.868942 -3.241592 6.666453 0.0306 0.0188 -0.0264
H 0.778142 1.231708 6.884753 0.0459 0.0965 0.0798
H 0.275842 2.555508 4.881453 -0.1117 0.0588 -0.0067
H -1.125158 3.162408 3.404353 -0.0507 0.0151 0.0566
H -1.822758 2.547108 1.902553 -0.0231 -0.0704 -0.0151
H -0.485958 3.700908 1.829853 -0.0121 0.0248 -0.0634
H 0.862542 -2.318592 4.497053 -0.0222 -0.1177 0.0160
C -3.214858 -1.042892 -1.541647 0.0361 -0.0013 -0.0251
C -2.760658 0.365008 -1.469147 0.1706 -0.2485 0.4628
N -1.887758 0.844308 -0.620347 -0.4115 -0.2573 0.1460
C -1.751858 2.169108 -0.912247 -0.3744 0.2210 -0.2222
C -2.578958 2.502208 -1.935547 0.1047 0.5157 0.2013
N -3.227058 1.348008 -2.290147 -0.1306 0.0203 -0.0831
C -4.228758 1.242908 -3.299847 0.6249 0.1602 -0.7727
N -5.492358 0.810108 -2.761747 -1.1281 -0.4425 0.3210
N -6.339758 0.063408 -3.520147 0.1843 0.1731 0.4295
N -7.385258 -0.236892 -2.831747 0.0858 -0.2949 -0.8159
C -7.264258 0.288608 -1.587947 0.8733 0.7866 0.7138
C -8.098158 0.219008 -0.464047 0.2108 0.0977 0.0164
C -7.670658 0.862608 0.681953 -0.6236 -0.3639 -0.1327
C -6.472458 1.573508 0.726453 0.7398 0.2358 -0.5481
C -5.631958 1.664408 -0.375347 -0.0770 0.1782 0.7453
C -6.033158 0.996708 -1.522847 -0.8097 -0.5278 -0.4196
H -2.595058 -1.633092 -0.869647 0.0600 -0.0203 -0.0511
H -3.099258 -1.415092 -2.558847 0.0010 -0.1623 -0.0551
H -4.262858 -1.143492 -1.253247 -0.0555 -0.0508 0.0330
H -1.051958 2.786708 -0.391247 0.2261 0.1444 0.1103
H -2.745758 3.420008 -2.460947 0.0620 0.1655 -0.1556
H -3.935758 0.515808 -4.067647 -0.1619 0.1445 0.1322
H -4.341758 2.227508 -3.777547 0.1150 -0.2875 0.1545
H -9.026458 -0.332892 -0.497747 -0.0408 -0.0109 -0.0095
H -8.279358 0.819708 1.577153 -0.0228 -0.0314 -0.0378
H -6.176958 2.060308 1.645053 0.0100 0.0288 0.0331
H -4.712158 2.223608 -0.328847 0.2089 0.0168 0.0258
C 5.065942 3.005908 -4.269047 -0.0889 -0.0499 0.1091
C 4.891842 1.847308 -3.329747 -0.3036 0.1320 0.0412
C 5.899242 0.922008 -3.143247 -0.0871 -0.0961 0.1164
C 5.709742 -0.146292 -2.281147 -0.2350 0.1344 -0.0209
Cl 7.009342 -1.274492 -2.042047 0.3290 -0.2947 0.0474
C 4.509542 -0.326192 -1.624347 0.2794 -0.0037 -0.0980
C 3.491242 0.591708 -1.802447 -0.4208 0.2678 -0.0293
C 3.675042 1.702408 -2.626447 0.6177 -0.3722 0.0681
O 2.799742 2.707608 -2.796947 0.1674 0.1780 -0.2726
C 1.527742 2.659008 -2.163847 -0.8631 -0.3832 -0.1430
C 0.502942 1.711908 -2.929947 0.8318 0.3736 0.6552
O 0.000942 2.182308 -3.952547 -0.4178 0.5996 -0.9196
O 0.311942 0.600008 -2.412447 -0.0051 -0.2953 -0.0116
H 6.020842 2.946308 -4.790947 0.0342 -0.0080 -0.0001
H 5.015442 3.948408 -3.723147 -0.0082 0.1041 -0.0333
H 4.257142 3.016808 -4.999347 -0.0226 0.0700 -0.0538
H 6.838342 1.034708 -3.664947 0.0988 -0.0007 -0.0652
H 4.347942 -1.163992 -0.964347 0.0128 -0.0884 0.0071
H 2.550542 0.398808 -1.299147 -0.0092 0.0986 -0.0694
H 1.161542 3.687308 -2.223147 0.0012 -0.1035 0.0481
H 1.612342 2.341008 -1.120947 0.1142 0.0375 0.0125
```
Positions in Å, forces in eV/Å.

As for the charge: -2. The HOMO energy comes out at -0.04598 Eh. The value obtained for the LUMO energy is 0.1384 hartree. The calculation puts the energy above the lowest of the compared OMol25 structures with the same formula, charge and spin at 44.98 kJ/mol. The calculation puts the total energy at -85214.2896 eV. The frontier orbital gap is 5.02 eV. The value obtained for the strongest force on any atom is 1.38 eV/Å.

Results of the Mulliken charge analysis, in e, for atoms 1 through 2:
1 Ag 0.855
2 F -0.377